A single C2H2OS3 molecule. Source: the Open Molecules 2025 dataset; level of theory: ωB97M-V with the def2-TZVPD basis set.

Positions of all 8 atoms, in Å:
O 1.20 0.98 1.10
C 0.04 0.49 0.93
S -1.27 1.21 1.82
C -0.08 -0.32 -0.47
S 1.21 -0.07 -1.52
S -1.44 -1.30 -0.43
H 1.72 0.70 0.40
H -1.37 -1.68 -1.83

Results
LUMO ... -0.0656 Ha
Structure (SMILES) ... OC(=S)C(=S)S
Charge ... 0

A molecular structure, C2H2OS3. Source: the Open Molecules 2025 dataset; level of theory: ωB97M-V with the def2-TZVPD basis set.

Positions of all 8 atoms, in Å:
C 0.96 0.49 -0.21
C -0.34 -0.30 -0.02
H -0.82 1.57 0.11
H -0.92 -2.11 0.51
O -0.05 -1.59 0.18
S 0.56 2.10 0.03
S 2.53 -0.32 -0.27
S -1.90 0.16 -0.33

Results
LUMO ... -0.0716 Ha
Charge ... 0

2 unconnected molecules or ions with the total composition C2H2S3. Source: the Open Molecules 2025 dataset; level of theory: ωB97M-V with the def2-TZVPD basis set.

Positions of all 7 atoms, in Å:
C -0.60 0.68 1.46
C 0.51 0.97 1.26
S 1.13 -1.39 -2.92
S -1.47 -0.62 -1.16
S 0.39 -1.06 -1.17
H -1.46 0.10 1.32
H 1.51 1.32 1.21

Results
LUMO (spin up / spin down) ... -0.0903 / -0.0902 Ha
Charge ... 0

2 unconnected molecules or ions with the total composition C2H2S5. Source: the Open Molecules 2025 dataset; level of theory: ωB97M-V with the def2-TZVPD basis set.

Positions of all 9 atoms, in Å:
C 1.67 0.80 0.13
C -0.32 -1.08 -0.74
S 2.82 -0.02 -0.40
S 0.68 1.79 0.85
S -1.64 0.05 -1.09
S -2.37 0.69 0.71
S -0.03 -1.76 0.76
H 0.37 -1.35 -1.59
H -1.18 0.88 1.37

Results
LUMO ... -0.0288 Ha
Charge ... 0

14 unconnected molecules or ions with the total composition C2H30NO15. Source: the Open Molecules 2025 dataset; level of theory: ωB97M-V with the def2-TZVPD basis set.

Positions of all 48 atoms, in Å:
O -0.58 1.53 0.84
C -0.74 1.34 -0.34
O -0.13 0.32 -0.88
C -1.70 2.31 -1.06
N -2.38 1.58 -2.02
H -2.43 2.96 -0.38
H -1.24 3.13 -1.58
H -2.88 0.75 -1.57
H -1.92 1.12 -2.79
H 3.68 -0.57 2.23
H 3.54 0.61 1.45
O 4.20 0.12 1.95
H -1.84 -0.70 1.81
H -1.04 -1.84 2.57
O -1.72 -1.10 2.70
H 0.33 1.55 -4.18
H -1.13 2.03 -3.82
O -0.46 1.96 -4.52
H -1.46 -2.70 -0.07
H -1.93 -3.82 0.88
O -2.19 -3.21 0.24
H -3.32 -1.74 1.01
H -3.71 -0.69 1.94
O -3.78 -0.99 1.00
H 0.17 -1.10 -0.27
H 0.97 -2.43 0.21
O 0.25 -1.77 0.35
H 1.85 -0.65 -0.98
H 2.78 -0.86 0.09
O 2.69 -1.04 -0.81
H 1.41 -0.02 -3.61
H 0.42 -0.01 -2.40
O 0.43 0.03 -3.48
H 2.02 1.51 2.04
H 0.62 1.10 1.81
O 1.49 0.73 2.13
H -0.93 1.58 3.11
H -1.87 0.46 3.27
O -1.88 1.40 3.50
H 0.27 3.21 -3.22
H 0.68 4.28 -2.38
O 1.02 3.49 -2.74
H 1.57 -1.54 1.75
H 1.46 -2.01 3.26
O 2.08 -1.85 2.46
H 2.97 -3.47 0.71
H 2.40 -2.71 -0.59
O 2.31 -3.41 0.04

Results
LUMO ... 0.0930 Ha
Charge ... -1

A molecular structure, C2H31HfO14. Source: the Open Molecules 2025 dataset; level of theory: ωB97M-V with the def2-TZVPD basis set.

Positions of all 48 atoms, in Å:
Hf -3.12 4.47 -3.21
C 0.09 0.33 0.46
C -0.12 0.41 -1.06
O -1.04 1.38 -1.51
H -0.73 0.66 1.09
H 0.87 1.06 0.66
H 0.47 -0.56 0.97
H -0.44 -0.56 -1.43
H 0.82 0.52 -1.61
O -2.56 -1.20 -4.97
H -2.64 -0.44 -4.40
H -1.62 -1.33 -5.08
O 1.16 -4.78 -0.43
H 1.56 -4.05 -0.89
H 1.40 -5.55 -0.94
O 1.09 -3.65 -4.45
H 1.11 -2.88 -5.03
H 1.71 -4.26 -4.86
O -0.32 0.39 5.31
H -1.08 0.93 5.08
H -0.18 -0.15 4.53
O -0.17 4.34 -4.99
H 0.16 3.62 -5.52
H 0.36 5.10 -5.26
O -0.56 -3.98 2.67
H -0.30 -4.72 3.22
H -0.03 -4.08 1.87
O -2.63 -4.70 -1.71
H -2.52 -3.85 -2.14
H -1.79 -4.88 -1.30
O 0.07 4.96 2.12
H -0.74 4.60 2.47
H -0.08 5.02 1.18
O 3.05 1.54 4.92
H 3.02 2.24 4.27
H 2.15 1.24 4.99
O 3.85 4.26 2.30
H 2.99 4.67 2.23
H 4.20 4.29 1.41
O -4.44 0.75 1.33
H -3.91 0.71 0.54
H -4.33 -0.11 1.74
O -3.91 -2.42 3.31
H -3.01 -2.63 3.05
H -4.33 -3.26 3.45
O 5.39 2.54 -1.54
H 6.22 2.12 -1.74
H 4.87 1.86 -1.10

Results
LUMO ... -0.5672 Ha
Charge ... +3

15 unconnected molecules or ions with the total composition C2H31O16. Source: the Open Molecules 2025 dataset; level of theory: ωB97M-V with the def2-TZVPD basis set.

Positions of all 49 atoms, in Å:
O 1.06 -0.37 -1.98
C 1.52 -0.11 -0.80
O 1.30 -0.87 0.17
C 2.30 1.20 -0.66
H 3.35 1.13 -0.96
H 1.85 1.98 -1.33
H 2.06 1.63 0.30
H 0.02 -3.21 -1.07
H 0.34 -2.04 -1.93
O -0.25 -2.82 -1.91
H -0.81 -1.65 -3.86
H 0.00 -0.37 -4.03
O -0.88 -0.69 -3.78
H -1.20 3.97 0.52
H -2.52 3.70 0.15
O -1.68 3.86 -0.33
H -1.02 2.28 2.60
H -2.12 1.01 2.87
O -1.91 1.95 2.79
H -2.10 -1.64 2.12
H -1.65 -0.38 1.48
O -1.70 -0.79 2.36
H 0.61 1.38 -2.58
H -0.30 2.47 -2.00
O 0.41 2.33 -2.65
H -2.06 -1.77 -0.33
H -3.12 -2.96 -0.44
O -2.56 -2.47 0.16
H -1.48 -0.41 -1.68
H -0.42 -0.67 -0.63
O -1.33 -0.25 -0.72
H 2.47 0.76 1.91
H 2.34 0.00 3.14
O 2.42 0.93 2.86
H 1.79 -2.68 0.72
H 2.57 -3.26 -0.48
O 1.92 -3.50 0.20
H 1.07 2.42 2.63
H 0.04 2.86 3.56
O 0.42 3.15 2.72
H 2.25 -1.48 -2.61
H 1.77 -2.88 -2.78
O 2.62 -2.40 -2.74
H -3.16 1.57 1.26
H -2.84 1.10 -0.29
O -3.45 1.50 0.34
H 0.80 -1.42 1.84
H 0.35 -0.67 3.06
O 0.90 -1.42 2.80

Results
LUMO ... 0.1000 Ha
Charge ... -1

A molecular structure, C2H35O16V. Source: the Open Molecules 2025 dataset; level of theory: ωB97M-V with the def2-TZVPD basis set.

Positions of all 54 atoms, in Å:
V -25.78 -10.90 6.27
C -22.39 -10.48 3.15
C -23.36 -11.23 4.07
O -24.50 -10.49 4.49
H -22.88 -9.87 2.39
H -21.72 -11.21 2.69
H -21.73 -9.73 3.58
H -22.86 -11.75 4.88
H -23.77 -12.12 3.60
O -20.87 -10.88 7.43
H -20.10 -10.45 7.80
H -21.22 -10.24 6.80
O -25.51 -13.07 6.08
H -25.55 -13.58 5.27
H -25.45 -13.73 6.77
O -23.29 -7.66 4.30
H -24.16 -7.28 4.42
H -23.44 -8.59 4.17
O -19.34 -10.02 2.20
H -18.73 -10.76 2.16
H -19.80 -10.13 3.03
O -25.74 -8.65 6.55
H -25.83 -8.16 5.73
H -26.13 -8.08 7.21
O -20.95 -14.14 2.65
H -21.16 -14.28 3.57
H -21.76 -13.84 2.25
O -20.85 -9.51 0.22
H -21.67 -10.00 0.29
H -20.43 -9.62 1.08
O -23.40 -11.08 -0.14
H -24.29 -10.99 0.19
H -23.47 -10.95 -1.08
O -22.72 -7.26 1.55
H -21.76 -7.26 1.55
H -22.96 -7.39 2.47
O -19.36 -11.98 4.78
H -20.02 -12.39 4.23
H -19.56 -12.28 5.67
O -21.49 -8.22 6.47
H -22.09 -8.01 5.77
H -21.93 -7.93 7.27
O -19.15 -8.93 5.04
H -19.85 -8.69 5.64
H -19.19 -9.88 4.97
O -21.88 -14.12 5.31
H -22.60 -13.53 5.08
H -21.61 -13.83 6.18
O -22.95 -13.54 1.03
H -22.68 -14.25 0.45
H -22.63 -12.75 0.59
O -25.93 -9.93 2.13
H -25.09 -10.18 2.52
H -26.54 -9.89 2.86

Results
LUMO (spin up / spin down) ... -0.0221 / -0.0349 Ha
2S+1 ... 5
Charge ... 0

Number 1: maximum force 4.2 eV/Å, calculated total energy -36657.8007 eV. Number 2: maximum force 4.0 eV/Å, calculated total energy -36657.2826 eV. Number 3: maximum force 4.4 eV/Å, calculated total energy -34608.7425 eV. Number 4: maximum force 3.0 eV/Å, calculated total energy -56281.0941 eV. Number 5: maximum force 7.1 eV/Å, calculated total energy -34764.4448 eV. Number 6: maximum force 4.8 eV/Å, calculated total energy -32502.6593 eV. Number 7: maximum force 2.0 eV/Å, calculated total energy -35341.4852 eV. Number 8: maximum force 1.8 eV/Å, calculated total energy -61088.3171 eV.